Record 1
Molecular formula: C5H8N2
Method: DFT, ωB97M-V with the def2-TZVPD basis set

Geometry (Å):
1 C 1.39821 -0.73482 -0.57256
2 C -0.19679 -0.82369 -0.70279
3 C -1.06972 -1.30179 0.42435
4 N -0.22767 -0.19098 0.63427
5 C -0.67111 1.14982 0.62651
6 C 0.29978 2.08963 0.00300
7 N 0.98752 2.89210 -0.46900
8 H 1.75538 -1.65247 -0.11115
9 H 1.82089 0.07698 0.08586
10 H 1.77375 -0.53372 -1.55597
11 H -0.82072 -0.32205 -1.48132
12 H -2.11575 -0.99418 0.43282
13 H -0.85035 -2.21209 0.97077
14 H -1.61068 1.25036 0.06808
15 H -0.78882 1.43630 1.66666

LUMO level: 0.8591 eV
ΔE to the lowest compared entry with this formula, charge and spin: 3.935 eV
Gap between HOMO and LUMO: 9.98 eV
Charge: 0
SMILES string: C[C@H]1CN1CC#N

---

Record 2
Molecular formula: C14H30AsBr6F6O18S5
Method: DFT, ωB97M-V with the def2-TZVPD basis set

Geometry (Å):
1 As 0.92221 -0.03281 0.31699
2 F -0.55407 -0.69238 -0.27941
3 F 0.60951 1.53630 -0.62193
4 F 2.50247 0.73317 0.83340
5 F 1.33522 -1.52056 1.25706
6 F 1.72878 -0.54534 -1.17821
7 F 0.19771 0.69187 1.77886
8 O 1.89160 -1.08828 8.45267
9 S 0.45729 -0.80245 8.47954
10 O -0.50645 -1.89416 8.65507
11 O 0.16284 0.40643 9.57529
12 C -1.13465 0.50656 10.16122
13 C -1.41460 1.86282 10.62884
14 C 0.11320 0.01487 6.88280
15 H -1.21655 -0.22062 10.96906
16 H -1.89731 0.31092 9.40745
17 H -1.45009 2.56068 9.79229
18 H -0.67971 2.09445 11.39980
19 H -2.33517 2.08898 11.16690
20 H -0.93108 -0.13187 6.60705
21 H 0.70160 -0.45921 6.09722
22 H 0.39499 1.05847 7.02281
23 O 1.66651 -3.04316 -7.78679
24 S 0.22164 -2.86981 -7.46531
25 O -0.47030 -1.73723 -8.05640
26 O -0.59466 -4.22842 -7.81903
27 C 0.03697 -5.47110 -7.78170
28 C -1.02417 -6.53167 -7.60243
29 C -0.03982 -2.89386 -5.57906
30 H 0.70111 -5.39542 -6.92071
31 H 0.59766 -5.54701 -8.71335
32 H -0.57612 -7.51340 -7.75589
33 H -1.82386 -6.37464 -8.32627
34 H -1.45903 -6.52675 -6.60294
35 H 0.14470 -1.86366 -5.27454
36 H 0.62453 -3.73670 -5.38837
37 H -1.08255 -2.99875 -5.27940
38 C 4.00855 4.64029 3.31693
39 Br 2.41783 5.78339 3.40144
40 Br 4.26694 3.65469 5.00341
41 Br 5.58266 5.72801 2.76052
42 H 3.76010 3.92847 2.52974
43 C 6.35835 -2.00189 0.51714
44 Br 7.68195 -3.46457 0.05637
45 Br 6.70086 -0.39937 -0.60442
46 Br 6.35727 -1.55915 2.39054
47 H 5.38158 -2.43450 0.30067
48 C -3.79784 3.30046 0.17992
49 C -2.92639 4.41529 0.64220
50 O -3.48435 5.65279 0.37277
51 S -5.00589 5.50608 -0.19778
52 O -5.02134 5.66424 -1.62618
53 O -5.86232 6.38049 0.58572
54 O -5.07102 3.94385 0.15705
55 H -3.93029 2.48011 0.88531
56 H -3.49084 2.85723 -0.76739
57 H -1.94201 4.42249 0.17418
58 H -2.82900 4.41352 1.72784
59 C 2.88572 5.36308 -2.84278
60 C 3.80737 4.10832 -3.09065
61 O 4.32095 4.20130 -4.40546
62 S 3.93883 5.58969 -5.23189
63 O 2.77429 5.38686 -6.10652
64 O 5.05245 6.25299 -5.84670
65 O 3.41966 6.26074 -3.79740
66 H 3.05308 5.89186 -1.90444
67 H 1.82981 5.17952 -3.04138
68 H 3.28202 3.15456 -3.04132
69 H 4.62854 4.12025 -2.37396
70 C -3.31933 -4.65191 -0.35140
71 C -4.37590 -5.73857 -0.01416
72 O -5.12134 -5.88078 -1.17009
73 S -4.28510 -5.54986 -2.50531
74 O -4.80048 -4.39556 -3.24356
75 O -3.88400 -6.67780 -3.24263
76 O -2.98260 -4.99761 -1.69334
77 H -2.44049 -4.62385 0.29277
78 H -3.74313 -3.64800 -0.32602
79 H -4.93612 -5.26029 0.78929
80 H -4.07907 -6.74285 0.28817

LUMO level: 1.1191 eV
ΔE to the lowest compared entry with this formula, charge and spin: 2.933 eV
Gap between HOMO and LUMO: 9.70 eV
Charge: -1

---

Record 3
Molecular formula: C39H35N7O4S4Ti
Method: DFT, ωB97M-V with the def2-TZVPD basis set

Geometry (Å):
1 Ti 0.54401 -1.25418 1.32381
2 C -2.62647 -3.25429 2.69438
3 O -2.96906 -2.49115 3.86415
4 C -2.64946 -1.17633 3.91944
5 C -3.53157 -0.34937 4.59750
6 C -3.29612 1.01753 4.73084
7 C -2.16242 1.57048 4.17088
8 C -1.26992 0.75981 3.46831
9 C -0.02286 1.32685 2.98557
10 N 0.79750 0.67921 2.25299
11 N 2.07847 1.22676 2.16236
12 C 2.84968 0.24154 1.85633
13 O 2.38993 -0.97631 1.68616
14 C 4.31186 0.45038 1.76159
15 C 4.83957 1.73830 1.79323
16 C 6.20841 1.92646 1.69804
17 C 7.05569 0.83137 1.56943
18 C 6.52839 -0.45161 1.52617
19 C 5.15579 -0.64360 1.61802
20 C -1.49764 -0.61506 3.34950
21 O -0.60522 -1.39049 2.72629
22 H -3.24974 -4.14335 2.74647
23 H -1.57531 -3.52688 2.68489
24 H -2.86694 -2.69724 1.78724
25 H -4.41940 -0.80792 5.01581
26 H -4.00287 1.63662 5.26820
27 H -1.95213 2.62964 4.26384
28 H 0.28612 2.30514 3.34862
29 H 4.16483 2.57826 1.89119
30 H 6.61695 2.92913 1.71663
31 H 8.12543 0.98117 1.49106
32 H 7.18455 -1.30443 1.40654
33 H 4.72148 -1.63298 1.55233
34 S 2.48817 -2.99072 -0.68381
35 C 0.92479 -3.21553 -1.30065
36 S -0.44715 -2.89910 -0.25265
37 C 0.64329 -3.60409 -2.60664
38 C 1.68631 -3.92587 -3.53769
39 N 2.51060 -4.21164 -4.29250
40 C -0.69816 -3.68135 -3.11362
41 N -1.76289 -3.74047 -3.55501
42 S -1.73020 -0.10186 0.48609
43 C -1.43462 0.82850 -0.89134
44 N -2.47364 1.57200 -1.41985
45 C -2.15927 2.49432 -2.49478
46 C -1.21456 1.81849 -3.45263
47 N -0.01711 1.41885 -2.74376
48 C 1.19837 1.32467 -3.54117
49 C 1.77663 2.68941 -3.82422
50 C 1.67923 3.28377 -5.07498
51 C 2.19217 4.55857 -5.29777
52 C 2.80783 5.24732 -4.26366
53 C 2.91336 4.65597 -3.00751
54 C 2.40200 3.38688 -2.79082
55 C -0.16386 0.81528 -1.52023
56 S 1.17938 0.05869 -0.79521
57 C -3.59824 1.91902 -0.56373
58 C -4.68327 0.86710 -0.48834
59 C -5.14439 0.43244 0.74677
60 C -6.14648 -0.52613 0.82956
61 C -6.69002 -1.06468 -0.32869
62 C -6.22484 -0.64150 -1.56861
63 C -5.22773 0.31962 -1.64379
64 H -1.69003 3.41245 -2.11200
65 H -3.08158 2.76985 -3.00760
66 H -0.93635 2.50633 -4.25177
67 H -1.70463 0.94276 -3.89755
68 H 0.98138 0.79153 -4.47215
69 H 1.91619 0.72737 -2.98697
70 H 1.20974 2.73865 -5.88719
71 H 2.11196 5.00965 -6.27919
72 H 3.21048 6.23836 -4.43370
73 H 3.40084 5.18541 -2.19800
74 H 2.47841 2.92014 -1.81370
75 H -4.01620 2.84775 -0.95798
76 H -3.23909 2.11805 0.45013
77 H -4.68271 0.81825 1.65006
78 H -6.48261 -0.87054 1.80003
79 H -7.45802 -1.82548 -0.26765
80 H -6.62736 -1.07366 -2.47628
81 H -4.84439 0.62468 -2.61165
82 C 3.20286 -4.40021 2.39188
83 C 1.74042 -4.20636 2.11307
84 N 1.08473 -5.20570 1.49408
85 O 1.14193 -3.19149 2.46821
86 H 3.37134 -5.34656 2.91049
87 H 3.55975 -3.57361 2.99911
88 H 3.73719 -4.41633 1.43991
89 H 1.64665 -5.84331 0.95217
90 H 0.22188 -4.89939 1.04767

LUMO level (alpha / beta): 1.9739 / 1.8296 eV
2S+1: 2
ΔE to the lowest compared entry with this formula, charge and spin: 0.974 eV
Gap between HOMO and LUMO (alpha / beta): 5.73 / 6.31 eV
Charge: -1

---

Record 4
Molecular formula: C4H7NO2
Method: DFT, ωB97M-V with the def2-TZVPD basis set

Geometry (Å):
1 C 1.62502 -0.80821 -0.39722
2 C 0.78898 0.09867 0.51022
3 O -0.45988 -0.51901 0.72561
4 C 0.65308 1.44405 -0.17868
5 O 1.50763 2.28201 -0.19427
6 H 1.86364 -1.73157 0.12462
7 H 1.05580 -1.04600 -1.29238
8 H 2.54550 -0.30039 -0.67739
9 H 1.32219 0.24886 1.46213
10 H -1.00022 0.04083 1.29408
11 H -0.31577 1.58104 -0.69789
12 C -3.18912 -0.45606 -0.23221
13 N -3.67595 0.55822 -0.05796
14 H -2.72091 -1.39245 -0.38866

LUMO level: 0.7585 eV
ΔE to the lowest compared entry with this formula, charge and spin: 2.109 eV
Gap between HOMO and LUMO: 10.72 eV
Charge: 0
SMILES string: C[C@H](O)C=O.C#N

---

Record 5
Molecular formula: C13H20O2
Method: DFT, ωB97M-V with the def2-TZVPD basis set

Geometry (Å):
1 C -3.31868 -0.28729 -0.70439
2 C -2.94383 -1.32325 0.36703
3 C -2.14099 -2.50975 -0.16210
4 C -0.74471 -2.06325 -0.51693
5 O -0.12281 -1.55742 0.67163
6 C 1.05967 -1.02183 0.31023
7 C 2.25870 -1.75609 0.43742
8 C 3.44950 -1.17397 0.09357
9 C 3.55786 0.14834 -0.34229
10 C 2.36714 0.82514 -0.55524
11 C 1.12017 0.28418 -0.21672
12 O 0.01507 1.06781 -0.36517
13 C -0.54594 1.60294 0.81518
14 C -1.27021 2.88487 0.53942
15 C -0.41356 3.92590 -0.26154
16 H -2.45837 0.42154 -0.86214
17 H -3.60557 -0.71974 -1.71335
18 H -4.15517 0.40148 -0.33692
19 H -2.39726 -0.74310 1.15830
20 H -3.82695 -1.72647 0.83082
21 H -2.65382 -2.78072 -1.11956
22 H -2.03311 -3.38650 0.47834
23 H -0.05570 -2.83126 -1.05020
24 H -0.77006 -1.24134 -1.24061
25 H 2.29615 -2.74416 0.87363
26 H 4.40900 -1.71277 0.16730
27 H 4.53274 0.65922 -0.60714
28 H 2.35328 1.87966 -0.89601
29 H -1.31092 0.91539 1.25403
30 H 0.25067 1.90872 1.58404
31 H -2.24715 2.65279 0.02805
32 H -1.54977 3.29724 1.49876
33 H -0.15524 3.51559 -1.25317
34 H -1.02400 4.85734 -0.33379
35 H 0.65241 4.07847 0.26609

LUMO level: 1.0156 eV
ΔE to the lowest compared entry with this formula, charge and spin: 1.052 eV
Gap between HOMO and LUMO: 9.80 eV
Charge: 0
SMILES string: CCCCOc1ccccc1OCCC

---

Record 6
Molecular formula: C9H21FIO2P2Ru
Method: DFT, ωB97M-V with the def2-TZVPD basis set

Geometry (Å):
1 C 0.07834 -0.90319 -2.49833
2 C 0.13825 0.28875 -1.60059
3 H 0.23183 -0.58707 -3.54882
4 H -0.90174 -1.39738 -2.46277
5 H 0.84964 -1.63942 -2.25244
6 O 0.16175 1.45332 -2.01993
7 I 0.05578 -2.35082 1.61454
8 Ru 0.12712 0.16962 0.43337
9 P 2.35934 -0.18706 0.23086
10 C 3.18211 1.33577 0.86434
11 C 3.24315 -1.50547 1.18489
12 H 4.28812 -1.59310 0.88545
13 H 4.27021 -0.26649 -1.30469
14 H 2.74438 -2.46186 1.01200
15 H 2.93886 -1.33262 -1.86081
16 H 2.81512 1.51652 1.88593
17 H 3.21961 -1.24898 2.24296
18 C 3.17991 -0.35125 -1.42829
19 H 4.27267 1.18880 0.86748
20 H 2.82998 0.45011 -2.09615
21 H 2.91745 2.17984 0.20997
22 P -2.34727 0.25171 0.82958
23 C -3.34505 1.76514 0.52123
24 C -2.76130 -0.39054 -0.93855
25 H -2.82318 -2.03317 1.60442
26 H -4.34099 -1.15997 1.27995
27 H -3.39488 -0.79779 2.74107
28 C -3.33269 -1.06914 1.68325
29 H -2.33814 -1.39353 -1.08413
30 H -3.84779 -0.46226 -1.11298
31 H -4.37126 1.55629 0.21960
32 H -2.88502 2.34443 -0.28221
33 H -2.32332 0.29032 -1.68320
34 H -3.33277 2.37914 1.43033
35 C 0.10848 2.01035 0.86571
36 O 0.12321 3.11948 1.21963
37 F -1.78989 0.83150 2.34735

LUMO level (alpha / beta): -13.3084 / -15.1339 eV
2S+1: 5
ΔE to the lowest compared entry with this formula, charge and spin: 0.230 eV
Gap between HOMO and LUMO (alpha / beta): 7.10 / 6.23 eV
Charge: +3

---

Record 7
Molecular formula: C7H15N4
Method: DFT, ωB97M-V with the def2-TZVPD basis set

Geometry (Å):
1 C -0.31145 4.13984 1.51856
2 C -0.81896 2.76679 1.35945
3 N -0.10534 1.85063 0.86060
4 N -0.40718 0.55360 0.76721
5 C -1.58424 -0.15264 0.65027
6 C -1.20360 -1.49444 0.00569
7 N 0.19091 -1.36028 -0.37021
8 C 0.98992 -2.57770 -0.72646
9 C 0.84865 -2.74439 -2.19349
10 C 0.74482 -0.23186 0.01883
11 N 1.87964 0.32044 -0.24699
12 H 0.69956 4.26443 1.24197
13 H -0.86889 4.71689 0.86333
14 H -0.34833 4.43835 2.55575
15 H -1.88047 2.56299 1.59198
16 H -2.38453 0.43950 -0.01563
17 H -2.11460 -0.30579 1.57849
18 H -1.30681 -2.34674 0.63528
19 H -1.74948 -1.70204 -0.88120
20 H 0.47838 -3.48222 -0.16122
21 H 1.98040 -2.40964 -0.41586
22 H 1.34925 -3.62186 -2.56311
23 H -0.19969 -2.79301 -2.45191
24 H 1.50322 -1.95984 -2.74975
25 H 2.63114 -0.16186 -0.68334
26 H 1.98768 1.29085 -0.18825

LUMO level: -2.7410 eV
ΔE to the lowest compared entry with this formula, charge and spin: 1.695 eV
Gap between HOMO and LUMO: 9.69 eV
Charge: +1
SMILES string: C/C=N/N1CCN(CC)C1=[NH2+]

---

Record 8
Molecular formula: C3H2CeFO2
Method: DFT, ωB97M-V with the def2-TZVPD basis set

Geometry (Å):
1 C 1.32615 0.19521 0.01381
2 C -1.32641 0.27496 0.15484
3 O 0.60750 1.04467 0.58884
4 O 0.59531 -0.77977 -0.59710
5 C -0.72918 -0.92069 -0.16970
6 H -1.99470 0.40428 1.00681
7 F -1.65029 1.13871 -0.87120
8 H -0.88022 -1.76743 0.50181
9 Ce 4.05185 0.41006 -0.62811

LUMO level (alpha / beta): -5.8685 / -5.9620 eV
2S+1: 3
ΔE to the lowest compared entry with this formula, charge and spin: 2.509 eV
Gap between HOMO and LUMO (alpha / beta): 4.68 / 4.59 eV
Charge: +1